# C24H32N6O4

C24H32N6O4 in the gas phase (ωB97M-V/def2-TZVPD, OMol25).

**HOMO**: -7.587 eV
**Structure (SMILES)**: CCCOCCn1c(=O)c(N2CCN(CCO)CC2)nc2cnc(-c3ccc(OC)nc3)cc21
**Energy relative to the best compared isomer or geometry (same formula, charge and spin)**: 4.265 eV
**Frontier orbital gap**: 7.63 eV
**Total energy**: -1563.244014 a.u.

Cartesian coordinates (Å):
C  2.820  2.986  -1.796
C  2.041  4.277  -1.574
C  1.071  4.150  -0.404
O  0.039  3.253  -0.781
C  -1.030  3.155  0.115
C  -0.704  2.339  1.383
N  -0.150  1.046  1.030
C  1.214  0.910  1.127
O  1.889  1.797  1.637
C  1.766  -0.358  0.589
N  1.007  -1.308  0.107
C  -0.337  -1.147  0.104
C  -1.165  -2.175  -0.370
N  -2.468  -2.093  -0.422
C  -3.073  -0.971  -0.005
C  -2.349  0.115  0.482
C  -0.961  0.039  0.544
H  -2.870  0.998  0.809
C  -4.535  -0.969  -0.104
C  -5.346  0.066  0.345
N  -6.666  0.069  0.248
C  -7.264  -0.974  -0.307
C  -6.555  -2.084  -0.788
C  -5.187  -2.071  -0.683
H  -4.587  -2.894  -1.037
H  -7.095  -2.908  -1.226
O  -8.602  -0.979  -0.416
C  -9.274  0.164  0.077
H  -9.079  0.296  1.144
H  -10.333  -0.012  -0.098
H  -8.944  1.062  -0.451
H  -4.945  0.953  0.816
H  -0.718  -3.097  -0.714
N  3.092  -0.590  0.575
C  4.149  0.323  0.946
H  3.765  1.340  0.973
H  4.524  0.079  1.947
C  5.280  0.210  -0.069
N  5.916  -1.100  0.010
C  4.980  -2.131  0.439
H  5.022  -2.206  1.532
H  5.289  -3.094  0.031
C  3.540  -1.852  0.015
H  3.461  -1.818  -1.079
H  2.871  -2.642  0.364
C  6.670  -1.429  -1.190
H  6.050  -1.892  -1.973
C  7.833  -2.355  -0.820
O  8.642  -1.772  0.165
H  8.042  -1.389  0.820
H  7.450  -3.326  -0.470
H  8.468  -2.531  -1.692
H  7.090  -0.501  -1.585
H  6.037  0.972  0.138
H  4.867  0.403  -1.073
H  0.056  2.853  1.976
H  -1.602  2.214  1.990
H  -1.824  2.660  -0.451
H  -1.378  4.153  0.425
H  0.631  5.130  -0.164
H  1.604  3.779  0.481
H  1.470  4.521  -2.471
H  2.730  5.098  -1.367
H  3.428  2.761  -0.923
H  2.129  2.163  -1.960
H  3.472  3.076  -2.661